This record from the OMol25 dataset describes the molecule C3H3O2P in a non-equilibrium geometry. The level of theory is the ωB97M-V functional and the def2-TZVPD basis.

XYZ file:
```
9
C3H3O2P, DFT the ωB97M-V functional and the def2-TZVPD basis
C -2.59 0.84 2.15
C 0.15 0.63 0.14
C 1.56 -0.51 -1.28
O -3.47 0.96 2.91
O 0.35 -0.43 -0.54
P -1.59 0.14 1.00
H 2.17 -1.31 -0.84
H 2.12 0.44 -1.23
H 1.30 -0.75 -2.31
```

expectation value of S² = 2.0269
total charge = 0
2S+1 = 3
lowest unoccupied orbital energy (spin up / spin down) = -0.319 / -1.966 eV
maximum force = 0.08074 Eh/bohr
ΔE to the lowest compared entry with this formula, charge and spin = 48.2 kcal/mol
HOMO-LUMO gap (spin up / spin down) = 6.46 / 6.80 eV

***

This record from the OMol25 dataset describes a 2-piece molecular cluster, C10H16 overall in a non-equilibrium geometry. The level of theory is the ωB97M-V functional and the def2-TZVPD basis.

XYZ file:
```
26
C10H16, DFT the ωB97M-V functional and the def2-TZVPD basis
C 0.29 -1.77 1.92
C -0.89 -2.65 1.63
H 0.25 -0.91 2.70
H 1.12 -2.28 2.37
H 0.45 -1.17 1.02
H -0.90 -3.54 1.01
H -1.76 -2.05 1.33
H -1.15 -3.24 2.52
C 1.82 0.83 -1.35
C 1.97 2.16 -2.13
C 0.45 0.83 -0.68
C 0.11 1.37 0.54
C -0.48 0.04 -1.42
C -1.23 1.27 0.90
C -1.79 -0.08 -0.99
C -2.17 0.58 0.17
H 2.00 -0.05 -1.92
H 2.55 0.77 -0.54
H 2.78 2.03 -2.83
H 0.95 1.73 1.16
H -0.03 -0.52 -2.25
H -1.67 1.78 1.79
H -2.56 -0.63 -1.48
H -3.05 0.22 0.72
H 1.94 3.09 -1.52
H 1.02 2.18 -2.67
```

total charge = 0
2S+1 = 1
SMILES = CCc1ccccc1.CC
lowest unoccupied orbital energy = 0.992 eV
maximum force = 0.06422 Eh/bohr
ΔE to the lowest compared entry with this formula, charge and spin = 38.4 kcal/mol
HOMO-LUMO gap = 9.99 eV

***

This record from the OMol25 dataset describes the molecule C3H9N3 in a non-equilibrium geometry. The level of theory is the ωB97M-V functional and the def2-TZVPD basis.

XYZ file:
```
15
C3H9N3, DFT the ωB97M-V functional and the def2-TZVPD basis
C -0.36 -0.03 -1.44
C -1.65 -0.65 -0.89
N -0.06 0.15 1.51
H -1.00 0.40 1.24
H 0.15 0.47 2.44
H -0.57 0.96 -1.86
H -0.02 -0.65 -2.27
H -1.42 -1.50 -0.25
H -2.26 0.09 -0.35
H -2.25 -1.00 -1.73
N 2.20 0.63 1.16
C 0.96 0.31 0.58
N 0.91 0.12 -0.66
H 2.95 0.54 0.49
H 2.38 0.15 2.03
```

total charge = 0
2S+1 = 1
SMILES = CCN=C(N)N
lowest unoccupied orbital energy = 0.972 eV
maximum force = 0.02868 Eh/bohr
ΔE to the lowest compared entry with this formula, charge and spin = 8.0 kcal/mol
HOMO-LUMO gap = 9.61 eV

***

This record from the OMol25 dataset describes C20H40AlBr2Cl12OS as an isolated structure in a non-equilibrium geometry. The level of theory is the ωB97M-V functional and the def2-TZVPD basis.

XYZ file:
```
77
C20H40AlBr2Cl12OS, DFT the ωB97M-V functional and the def2-TZVPD basis
C -3.05 -1.79 1.26
C -3.21 -1.07 -0.12
C -1.88 -1.20 -0.99
C -1.40 0.19 -1.58
O -0.06 0.55 -1.25
Al 0.24 0.80 0.55
C -1.37 1.46 1.60
S 1.16 -1.14 1.35
C 1.67 2.29 0.67
Br 1.98 3.34 -0.97
C 2.37 2.58 1.80
C 2.16 1.78 3.12
Br 3.69 4.04 1.78
H -4.03 -1.80 1.78
H -2.33 -1.25 1.94
H -2.63 -2.81 1.09
H -4.06 -1.58 -0.66
H -3.45 0.01 -0.04
H -2.17 -1.87 -1.85
H -1.07 -1.72 -0.45
H -1.43 0.07 -2.70
H -2.14 1.02 -1.37
H -2.30 1.61 1.01
H -1.10 2.48 2.03
H -1.52 0.80 2.49
H 0.19 -1.97 1.82
H 2.52 0.75 2.94
H 2.80 2.27 3.89
H 1.09 1.80 3.43
Cl 0.67 -3.96 -1.89
C 2.20 -3.09 -1.64
C 3.37 -4.04 -1.44
Cl 3.27 -4.92 0.11
H 2.08 -2.42 -0.79
H 2.37 -2.49 -2.53
H 4.30 -3.47 -1.42
H 3.43 -4.78 -2.24
Cl -2.50 0.39 -5.51
C -2.79 -1.32 -5.92
C -4.03 -1.87 -5.26
Cl -3.84 -2.01 -3.49
H -1.90 -1.89 -5.63
H -2.89 -1.37 -7.01
H -4.24 -2.87 -5.64
H -4.90 -1.24 -5.46
Cl 1.42 4.09 5.70
C -0.30 4.15 6.15
C -0.76 2.90 6.86
Cl -0.78 1.49 5.77
H -0.87 4.33 5.24
H -0.43 5.02 6.81
H -1.78 3.03 7.22
H -0.12 2.66 7.70
Cl 4.83 0.73 1.17
C 6.33 1.66 1.42
C 7.53 0.77 1.62
Cl 7.47 -0.11 3.17
H 6.18 2.33 2.27
H 6.47 2.27 0.53
H 8.44 1.37 1.64
H 7.62 0.03 0.82
Cl -5.31 5.17 1.17
C -3.76 6.03 1.37
C -2.61 5.08 1.58
Cl -2.70 4.26 3.16
H -3.87 6.73 2.19
H -3.60 6.60 0.45
H -1.67 5.63 1.57
H -2.57 4.31 0.81
Cl -0.86 -4.18 -5.67
C 0.34 -5.45 -5.34
C -0.23 -6.84 -5.55
Cl -1.45 -7.25 -4.32
H 0.70 -5.31 -4.32
H 1.17 -5.29 -6.03
H 0.57 -7.58 -5.46
H -0.69 -6.94 -6.53
```

total charge = -1
2S+1 = 1
lowest unoccupied orbital energy = 2.109 eV
maximum force = 0.03557 Eh/bohr
HOMO-LUMO gap = 7.45 eV